<i>
A single C4H5N3S molecule. Source: OMol25; level of theory: ωB97M-V/def2-TZVPD.

The geometry in XYZ format:
```
13
Properties=species:S:1:pos:R:3
C -0.09327 0.15747 -1.13167
C -0.63600 -1.00688 -0.60985
C 0.11890 -0.55730 1.43695
C 0.51662 0.68773 0.92621
H 0.27567 1.34592 -2.57655
H -1.24485 0.47986 -2.81560
H -1.08335 -1.70289 -1.37011
H 0.65900 0.32066 3.62863
H 1.10034 1.29669 1.59884
N -0.06158 0.40687 -2.54510
N -0.48822 -1.43983 0.63997
N 0.56314 1.01460 -0.31786
S 0.37360 -1.00290 3.13614
```

Properties
Frontier orbital gap   8.88 eV
SMILES   Nc1cnc(S)cn1

Want to see where the charge sits? The Mulliken charges in e are: 0.406 -0.152 0.521 -0.257 0.349 0.323 0.331 0.147 0.274 -0.640 -0.538 -0.532 -0.233

***

<ii>
A single C4H5N3S molecule. Source: OMol25; level of theory: ωB97M-V/def2-TZVPD.

The geometry in XYZ format:
```
13
Properties=species:S:1:pos:R:3
C -0.30527 0.22346 0.67484
C 1.28347 1.61191 -2.53409
C -0.82192 -0.97996 0.08711
C -1.27479 -2.01300 -0.33126
H 0.04787 -0.53186 3.63143
H -0.53920 -1.53353 2.38270
H 1.09687 2.67733 -2.67201
H 1.86033 1.14058 -3.30781
H -1.66500 -2.92285 -0.72590
N -0.46943 -0.58675 2.78896
N -0.08211 0.38980 1.94254
N 0.88788 0.88154 -1.58404
S -0.01870 1.64334 -0.35247
```

Properties
Frontier orbital gap   9.07 eV
SMILES   C#C/C(=N\N)SN=C

Want to see where the charge sits? The Mulliken charges in e are: 0.178 -0.209 -0.676 0.418 0.251 0.206 0.209 0.246 0.412 -0.395 -0.289 -0.321 -0.030

***

Stability, descending: <i>, <ii>

***

<i>
A single C3H6N4S molecule. Source: OMol25; level of theory: ωB97M-V/def2-TZVPD.

The geometry in XYZ format:
```
14
Properties=species:S:1:pos:R:3
C 1.42574 1.06827 0.17918
C 0.54668 -1.43770 0.27691
C -0.52293 -0.38607 0.02066
H -1.25466 1.96446 -0.94408
H -1.35060 1.97099 0.70244
H 1.65139 2.07672 0.39428
H 2.45875 -1.77900 -0.37609
H 0.10685 -2.38410 -0.03884
H 0.69467 -1.45687 1.36140
N -0.69668 2.04264 -0.09098
N 0.05539 0.87202 -0.01912
N 2.30269 0.16878 0.04065
N 1.73456 -1.07125 -0.43577
S -2.17344 -0.62154 -0.02644
```

Properties
Frontier orbital gap   8.93 eV
SMILES   NN1C=NNCC1=S

Want to see where the charge sits? The Mulliken charges in e are: 0.095 -0.468 0.147 0.284 0.267 0.459 0.266 0.403 0.246 -0.943 0.351 -0.555 -0.289 -0.262

***

<ii>
A single C3H6N4S molecule. Source: OMol25; level of theory: ωB97M-V/def2-TZVPD.

The geometry in XYZ format:
```
14
Properties=species:S:1:pos:R:3
C -2.22008 0.52142 1.32049
C 0.66792 -0.33367 -0.50539
C 1.72627 -0.32669 0.49985
H -2.15607 1.61086 1.13376
H -2.50775 0.37891 2.35354
H -2.96402 0.07701 0.63969
H -0.22236 0.12384 1.76689
H 0.24936 -0.70691 -2.41455
H 3.18717 -0.52719 -2.69515
N -0.96504 -0.16198 1.09589
N -0.55928 -0.18879 -0.19446
N 1.04333 -0.58579 -1.82887
N 2.48015 -0.28571 1.37010
S 2.24040 0.40470 -2.54178
```

Properties
Frontier orbital gap   9.17 eV
SMILES   CN/N=C(\C#N)NS

Want to see where the charge sits? The Mulliken charges in e are: -0.718 0.387 0.177 0.293 0.309 0.249 0.250 0.304 0.149 -0.175 -0.376 -0.320 -0.380 -0.150

***

<iii>
A single C3H6N4S molecule. Source: OMol25; level of theory: ωB97M-V/def2-TZVPD.

The geometry in XYZ format:
```
14
Properties=species:S:1:pos:R:3
C 1.15627 -1.56388 0.09099
C -0.18386 -1.45605 -0.04310
C -0.48431 -0.05030 -0.16200
H 0.64826 2.52030 -0.53696
H 0.29423 2.04122 0.97979
H 2.61781 -0.22722 -0.39732
H 1.77478 -2.43504 0.21563
H -0.91393 -2.27950 0.00463
H -3.82014 0.85160 -0.09886
N 0.93639 1.87778 0.19272
N 0.77112 0.58641 -0.29643
N 1.75654 -0.33922 0.10729
N -1.54525 0.67464 -0.11638
S -3.00791 -0.20074 0.06000
```

Properties
Frontier orbital gap   8.40 eV
SMILES   Nn1[nH]cc/c1=N\S

Want to see where the charge sits? The Mulliken charges in e are: -0.399 -0.513 0.642 0.276 0.278 0.269 0.409 0.341 0.144 -0.664 0.329 -0.349 -0.537 -0.226

***

Stability, descending: <i>, <ii>, <iii>

***

<i>
2 unconnected molecules or ions with the total composition C5H12N2O. Source: OMol25; level of theory: ωB97M-V/def2-TZVPD.

The geometry in XYZ format:
```
20
Properties=species:S:1:pos:R:3
C -0.04536 0.18351 1.96012
C -1.41539 0.17105 1.08621
C -1.11713 -0.44986 -0.26816
C -0.92795 0.44372 -1.22022
N -0.65760 0.17622 -2.57991
C 0.33650 -0.57057 -2.92285
N 0.63053 -1.09076 2.03412
H -0.23947 0.53373 2.95486
H 0.68579 0.93858 1.42510
H -2.18085 -0.38679 1.61222
H -1.69496 1.23564 0.91648
H -1.22279 -1.50009 -0.47520
H -0.95709 1.57658 -1.09506
H 1.10147 -1.05265 -2.35724
H 0.42480 -0.72237 -4.07557
H 0.10306 -1.91161 2.37887
H 1.29723 -1.36197 1.21235
H 2.08097 1.81930 0.37158
H 1.51143 0.82993 -0.70821
O 2.28682 1.13840 -0.24947
```

Properties
Total charge   +1
<S²>   0.7577
Frontier orbital gap (alpha / beta)   10.40 / 4.80 eV
Multiplicity   2

Want to see where the charge sits? The Mulliken charges in e are: -0.062 -0.520 0.039 -0.455 -0.389 -0.220 -0.257 0.370 -0.184 0.384 0.313 0.459 0.294 0.291 0.258 0.308 0.355 0.333 0.306 -0.624

***

<ii>
A gas-phase ion, C5H12N2O (charge +1). Source: OMol25; level of theory: ωB97M-V/def2-TZVPD.

The geometry in XYZ format:
```
20
Properties=species:S:1:pos:R:3
C -0.64767 -0.97433 -2.14696
C -0.39762 -1.51198 -0.69767
C 0.60216 -0.65300 0.05537
C -0.07292 0.16971 1.20564
C 0.07796 1.64742 0.91045
N 0.42866 2.44633 1.94496
O -0.12760 2.06805 -0.21147
N 0.08280 -2.85522 -0.89324
H 0.28818 -0.90781 -2.71412
H -1.30347 -1.61838 -2.73948
H -1.05178 0.03242 -2.04206
H -1.38391 -1.57980 -0.25467
H 0.99776 0.10102 -0.61295
H 1.41517 -1.19397 0.54764
H 0.25900 -0.10887 2.20375
H -1.14531 0.00729 1.11456
H 0.41671 2.05010 2.86583
H 0.38850 3.44352 1.78779
H 1.10006 -2.91770 -0.97474
H -0.26912 -3.36906 -1.71051
```

Properties
Total charge   +1
<S²>   0.7544
Frontier orbital gap (alpha / beta)   10.11 / 4.80 eV
Multiplicity   2

Want to see where the charge sits? The Mulliken charges in e are: -1.486 0.529 -0.908 -0.510 0.312 -0.373 -0.593 -0.213 0.445 0.471 0.327 0.318 0.486 0.382 0.409 0.239 0.222 0.268 0.341 0.335

***

Stability, descending: <ii>, <i>

***

<i>
A molecular structure, C34H40GeN6O4S2Ti. Source: OMol25; level of theory: ωB97M-V/def2-TZVPD.

The geometry in XYZ format:
```
88
Properties=species:S:1:pos:R:3
Ti -0.04072 0.06410 -0.43524
C -2.44115 1.15619 2.11825
C -1.24067 1.72731 1.69582
C -0.02741 1.28042 2.21788
C -0.02236 0.28324 3.19694
C -1.21828 -0.25704 3.63815
C -2.42855 0.17383 3.09215
H -3.37839 1.51812 1.71555
H -1.26188 2.55598 1.00298
H 0.89713 1.77581 1.93658
H 0.91181 -0.02061 3.65457
H -1.21797 -0.98590 4.44024
H -3.36248 -0.22801 3.46716
N 1.19929 -1.59632 0.87905
C 0.14258 -2.58848 1.19225
C 0.56478 -4.02754 1.40472
C -0.62914 -4.97519 1.61749
C -1.74277 -4.48240 2.54993
N -2.61981 -3.44520 1.97330
C -3.49165 -3.62360 0.97548
N -4.03059 -2.55544 0.38574
N -3.83433 -4.84927 0.59617
C -0.87513 -2.40860 0.07878
O -1.17017 -3.21933 -0.75465
O -1.38024 -1.15721 0.11991
H 1.88618 -2.01487 0.25126
H 1.69419 -1.33082 1.72356
H -0.33613 -2.21022 2.09730
H 1.22908 -4.06247 2.27278
H 1.13721 -4.37607 0.54233
H -0.24842 -5.91024 2.03014
H -1.06549 -5.22140 0.64891
H -1.33611 -4.05500 3.46683
H -2.35837 -5.32335 2.87578
H -2.54277 -2.50060 2.31954
H -3.50358 -1.69000 0.37755
H -4.65385 -2.66486 -0.40040
H -3.56343 -5.65808 1.12745
H -4.40653 -4.99529 -0.21788
O 1.67456 -3.33690 -1.94777
C 2.55695 -2.77432 -2.83936
C 3.39468 -3.63552 -3.53095
C 4.35757 -3.13102 -4.38649
C 4.50234 -1.75790 -4.56305
C 3.68492 -0.89689 -3.86240
C 2.70393 -1.39088 -2.99590
C 1.92427 -0.44387 -2.20092
O 0.63327 -0.77945 -1.91459
N 2.43345 0.63754 -1.74238
N 1.51202 1.40460 -0.99159
C 1.77885 2.68056 -1.06715
S 0.81879 3.83527 -0.20931
C 1.98125 5.20944 -0.45724
C 2.60196 5.02728 -1.82603
S 3.07023 3.28328 -2.02858
H 0.81794 -2.89560 -2.00514
H 3.27144 -4.69989 -3.38419
H 4.99883 -3.81515 -4.92594
H 5.25122 -1.36948 -5.23847
H 3.78528 0.17518 -3.97148
H 2.72404 5.18199 0.33793
H 1.41199 6.13504 -0.39123
H 3.50668 5.62408 -1.93180
H 1.90392 5.28021 -2.62356
Ge -1.75075 1.54298 -1.79155
C -0.79989 2.28315 -3.31923
C -0.04550 1.49168 -4.18588
C 0.65222 2.06112 -5.24116
C 0.60711 3.43427 -5.44387
C -0.14490 4.23279 -4.59355
C -0.84135 3.66116 -3.53581
C -3.12378 0.21459 -2.19618
C -4.39977 0.34620 -1.64642
C -5.37927 -0.61109 -1.88650
C -5.08848 -1.71813 -2.67491
C -3.81775 -1.86492 -3.21855
C -2.84350 -0.90628 -2.97794
H -2.40165 2.69536 -1.00624
H 0.00118 0.41687 -4.05071
H 1.22521 1.43163 -5.90991
H 1.14314 3.87783 -6.27261
H -0.20776 5.30037 -4.76541
H -1.43251 4.29786 -2.88694
H -4.64788 1.21192 -1.04184
H -6.37372 -0.47878 -1.47908
H -5.85979 -2.44676 -2.89150
H -3.58716 -2.72039 -3.84030
H -1.85712 -1.04556 -3.40641
```

Properties
Total charge   +2
Frontier orbital gap (alpha / beta)   6.99 / 6.99 eV

Want to see where the charge sits? The Mulliken charges in e are: -1.237 -0.627 -0.631 -0.369 -0.790 -0.354 -0.409 0.434 0.845 0.575 0.633 0.500 0.495 -0.533 1.000 -1.455 -0.304 -1.377 0.014 0.693 -0.075 -0.339 0.794 -0.797 0.898 0.302 0.394 -0.613 0.469 0.262 0.537 0.269 0.442 0.504 0.029 -0.215 0.241 0.206 0.230 -0.520 0.504 -0.663 -0.442 -0.889 -0.836 0.157 1.109 -0.099 -0.915 0.840 -0.035 0.056 -0.732 -0.470 0.083 0.039 0.501 0.414 0.441 0.441 0.356 0.470 0.471 0.181 1.159 0.274 0.149 -0.825 -0.592 -0.714 -0.309 0.009 -0.273 -0.685 -0.807 -0.568 0.142 -0.111 0.242 0.488 0.431 0.501 0.403 0.413 0.408 0.482 0.457 0.222

***

<ii>
A molecular structure, C34H40GeN6O4S2Ti. Source: OMol25; level of theory: ωB97M-V/def2-TZVPD.

The geometry in XYZ format:
```
88
Properties=species:S:1:pos:R:3
Ti -0.39912 0.00824 0.62687
C 1.18280 3.06000 2.50360
C 1.52870 1.78402 2.92460
C 0.53742 0.83542 3.16000
C -0.80521 1.16113 2.91784
C -1.14327 2.46091 2.50186
C -0.15292 3.40598 2.31165
H 1.95614 3.80176 2.34865
H 2.56347 1.53961 3.12313
H 0.77553 -0.11419 3.61782
H -1.58857 0.49162 3.25490
H -2.18485 2.73593 2.39901
H -0.41726 4.41411 2.01748
N -0.00713 -1.23842 -1.19058
C 1.24440 -0.62501 -1.72174
C 2.21141 -1.65012 -2.31312
C 3.57093 -1.07963 -2.68748
C 3.57644 -0.05276 -3.79628
N 3.06733 1.21360 -3.24729
C 2.84130 2.30565 -3.96126
N 3.05317 2.30616 -5.27853
N 2.39064 3.40840 -3.35610
C 1.90493 0.07537 -0.55181
O 2.73941 0.92938 -0.69982
O 1.41268 -0.34754 0.62602
H 0.20540 -2.17206 -0.82344
H -0.70412 -1.35297 -1.92026
H 0.97809 0.14366 -2.44506
H 1.72834 -2.12357 -3.17305
H 2.37593 -2.44287 -1.57685
H 4.20396 -1.90861 -3.00532
H 4.05487 -0.64686 -1.80935
H 2.95037 -0.37450 -4.63385
H 4.59943 0.06725 -4.16156
H 2.98758 1.27201 -2.23315
H 3.55286 1.55676 -5.72369
H 2.91184 3.14408 -5.81732
H 2.08350 3.38301 -2.39388
H 2.20569 4.24559 -3.88097
O 1.13406 3.77905 -1.01285
C -0.08966 4.33403 -1.24988
C -0.08172 5.64574 -1.71317
C -1.27020 6.30001 -1.96827
C -2.49318 5.66088 -1.76060
C -2.50401 4.36150 -1.31001
C -1.30980 3.67195 -1.05479
C -1.36197 2.27830 -0.60663
O -0.20545 1.64759 -0.34337
N -2.46964 1.64687 -0.48544
N -2.26188 0.26157 -0.19043
C -3.26236 -0.45210 -0.64045
S -3.18250 -2.16963 -0.70869
C -4.97445 -2.36736 -0.90292
C -5.43820 -1.26189 -1.82411
S -4.68227 0.29302 -1.27267
H 1.03231 2.89317 -0.62676
H 0.87167 6.14256 -1.84134
H -1.24910 7.32212 -2.32394
H -3.42256 6.18031 -1.94884
H -3.43996 3.84658 -1.14089
H -5.42028 -2.28561 0.08687
H -5.16307 -3.36036 -1.30718
H -6.51978 -1.13786 -1.78620
H -5.13435 -1.44204 -2.85404
Ge -1.14072 -2.10527 2.03102
C -0.49647 -2.17581 3.87477
C -1.39620 -1.87047 4.89650
C -1.03337 -2.02044 6.23029
C 0.23186 -2.48530 6.55695
C 1.13755 -2.79108 5.55085
C 0.77718 -2.63128 4.21899
C -0.36081 -3.64532 1.08116
C -1.14703 -4.74270 0.72409
C -0.57776 -5.88466 0.17425
C 0.79359 -5.95035 -0.03432
C 1.59308 -4.86696 0.30291
C 1.01880 -3.72587 0.85465
H -2.63312 -2.43972 2.21694
H -2.39740 -1.52502 4.65865
H -1.74494 -1.78954 7.01286
H 0.51265 -2.60949 7.59464
H 2.12239 -3.16365 5.80331
H 1.50080 -2.87355 3.44934
H -2.21833 -4.71590 0.89265
H -1.20307 -6.73237 -0.07655
H 1.23818 -6.84872 -0.44268
H 2.66531 -4.91864 0.15283
H 1.66410 -2.89683 1.13081
```

Properties
Total charge   +2
Frontier orbital gap (alpha / beta)   6.60 / 6.60 eV

Want to see where the charge sits? The Mulliken charges in e are: -1.042 -0.597 -0.732 0.662 -0.906 -0.610 -0.342 0.447 0.490 0.410 0.543 0.425 0.520 0.047 -0.118 -0.503 -1.152 -1.101 -0.013 0.664 -0.370 -0.198 0.664 -0.878 -0.384 0.008 0.474 0.514 0.571 0.028 0.554 0.363 0.538 0.641 0.176 0.213 0.222 0.152 0.239 -0.958 0.540 -0.611 -0.519 -0.861 -0.882 0.065 0.783 0.967 -0.774 0.719 -0.080 0.211 -0.703 -0.610 0.048 0.065 0.571 0.433 0.449 0.527 0.309 0.466 0.450 0.323 1.253 -0.384 -0.004 -0.827 -0.512 -0.785 0.233 -0.056 -0.489 -0.751 -0.685 -1.014 0.193 -0.213 0.394 0.426 0.415 0.430 0.316 0.486 0.465 0.417 0.521 0.626

***

Stability, descending: <ii>, <i>